Below is a cluster of 14 separate species, H28O14 in total at a distorted geometry, with properties calculated with ωB97M-V/def2-TZVPD.

Last columns: bonded neighbours and bond lengths (Å).
Cartesian coordinates (Å):
1 O -13.0296 8.0768 9.7548  H2 0.920, H3 0.976
2 H -13.9057 8.0850 9.4744  O1 0.920
3 H -12.5026 7.5966 9.0880  O1 0.976
4 O -12.3855 9.2917 12.1816  H5 0.950, H6 0.955
5 H -12.2880 9.0912 11.2582  O4 0.950
6 H -13.3349 9.2931 12.2843  O4 0.955
7 O -10.2088 8.4316 13.5441  H8 0.961, H9 0.953
8 H -10.2800 7.8299 14.2895  O7 0.961
9 H -11.0438 8.4162 13.0848  O7 0.953
10 O -10.0861 8.5834 10.4667  H11 0.971, H12 0.958
11 H -10.6768 8.9822 9.8071  O10 0.971
12 H -9.5934 7.8702 10.0588  O10 0.958
13 O -8.1691 9.6685 8.2277  H14 0.906, H15 0.943
14 H -7.9434 9.0108 8.8088  O13 0.906
15 H -7.5745 10.3416 8.5167  O13 0.943
16 O -9.0974 10.8621 12.1827  H17 0.935, H18 0.944
17 H -9.3192 10.2301 12.8357  O16 0.935
18 H -9.6380 10.5856 11.4594  O16 0.944
19 O -10.9966 9.1610 6.3163  H20 0.925, H21 0.945
20 H -11.4464 9.7719 5.7872  O19 0.925
21 H -10.6896 9.6321 7.0759  O19 0.945
22 O -7.1058 6.3016 7.5095  H23 0.922, H24 0.966
23 H -7.7576 6.5183 6.8939  O22 0.922
24 H -7.7049 6.4280 8.2562  O22 0.966
25 O -6.7459 8.0179 10.2889  H26 0.948, H27 0.970
26 H -6.4956 8.8191 10.7303  O25 0.948
27 H -5.9589 7.5752 9.9335  O25 0.970
28 O -13.5764 10.7319 8.2695  H29 0.956, H30 0.977
29 H -14.0230 10.5495 7.4443  O28 0.956
30 H -12.7651 10.1911 8.3258  O28 0.977
31 O -11.3860 5.7089 10.4780  H32 0.933, H33 0.997
32 H -11.7497 6.5344 10.2407  O31 0.933
33 H -11.5843 5.7379 11.4544  O31 0.997
34 O -8.8940 6.1560 9.4449  H35 0.927, H36 0.997
35 H -9.7366 5.8718 9.7054  O34 0.927
36 H -8.5777 6.3207 10.3764  O34 0.997
37 O -8.8488 6.4536 12.2032  H38 0.935, H39 1.006
38 H -9.4367 5.7817 12.4817  O37 0.935
39 H -9.2379 7.3644 12.3799  O37 1.006
40 O -10.6381 10.5528 8.5375  H41 0.946, H42 0.961
41 H -10.9058 11.2046 9.1683  O40 0.946
42 H -9.6933 10.4468 8.6771  O40 0.961

Summary:
**Multiplicity**: 1
**Energy above the lowest of the compared OMol25 structures with the same formula, charge and spin**: 165.8 kJ/mol
**Orbital gap**: 10.102 eV

Here are the natural (NBO) charges for atoms 1 to 8, given in e:
1. O -0.9653
2. H 0.4942
3. H 0.4862
4. O -0.9622
5. H 0.4961
6. H 0.4760
7. O -0.9747
8. H 0.4771

Below is a cluster of 14 separate species, H28O14 in total at a distorted geometry, with properties calculated with ωB97M-V/def2-TZVPD.

Last columns: bonded neighbours and bond lengths (Å).
Cartesian coordinates (Å):
1 O 2.0688 3.6049 2.1204  H2 0.966, H3 0.951
2 H 2.8916 3.7229 2.6124  O1 0.966
3 H 2.0445 2.6567 2.1955  O1 0.951
4 O -2.4962 2.6066 2.2389  H5 1.020, H6 0.936
5 H -3.1237 2.9815 2.9498  O4 1.020
6 H -1.7352 2.9037 2.6955  O4 0.936
7 O 1.4188 0.8891 0.1231  H8 0.892, H9 0.916
8 H 1.8630 0.1174 0.1701  O7 0.892
9 H 0.8050 0.8437 -0.5550  O7 0.916
10 O 4.3983 1.6535 -1.0638  H11 1.046, H12 1.009
11 H 3.5761 1.0073 -1.0863  O10 1.046
12 H 4.3988 2.1598 -1.9364  O10 1.009
13 O -0.7006 2.9468 -1.1406  H14 0.942, H15 1.016
14 H -0.7926 2.0120 -1.0645  O13 0.942
15 H 0.2771 3.0694 -0.8938  O13 1.016
16 O -0.9462 0.3557 -2.0089  H17 1.003, H18 0.922
17 H -1.4699 0.0410 -2.8041  O16 1.003
18 H -1.7097 0.4290 -1.4967  O16 0.922
19 O -0.5695 5.1838 0.4540  H20 0.896, H21 1.027
20 H -1.3055 4.6753 0.3956  O19 0.896
21 H -0.2644 4.7988 -0.4476  O19 1.027
22 O 2.2809 -0.5557 -2.5329  H23 0.878, H24 0.923
23 H 3.0885 -0.7108 -2.2241  O22 0.878
24 H 1.5885 -1.1430 -2.6998  O22 0.923
25 O -1.1752 -2.3217 -4.1286  H26 1.026, H27 0.930
26 H -1.6694 -1.6084 -3.5817  O25 1.026
27 H -0.7098 -2.7782 -3.4654  O25 0.930
28 O -1.4719 0.3845 2.7636  H29 1.007, H30 1.007
29 H -1.2025 1.2917 2.4181  O28 1.007
30 H -2.4588 0.3153 2.5776  O28 1.007
31 O -0.1844 -1.8766 0.4548  H32 0.999, H33 0.907
32 H -0.1083 -2.8341 0.7307  O31 0.999
33 H -0.8230 -1.5046 0.9800  O31 0.907
34 O -2.3331 -2.5433 2.2200  H35 0.925, H36 1.002
35 H -2.2407 -2.6229 3.1368  O34 0.925
36 H -2.3851 -1.5476 2.1158  O34 1.002
37 O 0.4972 -4.4016 1.5398  H38 1.020, H39 0.985
38 H -0.0940 -5.2321 1.5168  O37 1.020
39 H 1.0066 -4.4544 0.6986  O37 0.985
40 O -0.3676 -5.1016 -1.3976  H41 0.973, H42 0.933
41 H 0.5591 -5.0907 -1.6941  O40 0.973
42 H -0.4256 -4.3229 -0.8861  O40 0.933

Summary:
**Multiplicity**: 1
**Energy above the lowest of the compared OMol25 structures with the same formula, charge and spin**: 540.3 kJ/mol
**Orbital gap**: 10.300 eV

Here are the natural (NBO) charges for atoms 1 to 8, given in e:
1. O -0.9228
2. H 0.4586
3. H 0.4646
4. O -0.9368
5. H 0.4800
6. H 0.4667
7. O -0.9406
8. H 0.4699

Below is a cluster of 14 separate species, H28O14 in total at a distorted geometry, with properties calculated with ωB97M-V/def2-TZVPD.

Last columns: bonded neighbours and bond lengths (Å).
Cartesian coordinates (Å):
1 O 1.6681 -2.4945 0.6701  H2 1.035, H3 0.977
2 H 0.7872 -2.0956 1.0398  O1 1.035
3 H 1.4477 -3.3399 0.2339  O1 0.977
4 O -2.0527 -0.8353 -2.5737  H5 1.027, H6 0.903
5 H -1.3635 -1.3730 -2.0340  O4 1.027
6 H -2.5299 -1.2735 -3.2029  O4 0.903
7 O 0.8262 2.3229 -2.6609  H8 0.960, H9 1.086
8 H 1.5866 2.8912 -2.8018  O7 0.960
9 H 0.6006 2.4821 -1.6106  O7 1.086
10 O -3.5631 0.3838 -0.6411  H11 0.947, H12 0.907
11 H -2.8317 0.5275 -0.0575  O10 0.947
12 H -3.1148 -0.2281 -1.1391  O10 0.907
13 O 0.2799 3.0599 0.1909  H14 0.989, H15 0.941
14 H 0.7420 3.7421 0.7378  O13 0.989
15 H 0.5471 2.1992 0.4606  O13 0.941
16 O -2.2996 2.0430 1.0841  H17 0.885, H18 1.107
17 H -1.7780 2.6011 0.6381  O16 0.885
18 H -3.3978 2.0704 1.2208  O16 1.107
19 O -1.1929 -1.8899 0.6040  H20 0.945, H21 0.869
20 H -1.6982 -1.1204 0.8192  O19 0.945
21 H -1.8292 -2.4815 0.6120  O19 0.869
22 O -0.1437 -0.8368 3.6171  H23 1.010, H24 0.924
23 H -0.8483 -1.4003 4.0718  O22 1.010
24 H -0.8442 -0.5721 3.0763  O22 0.924
25 O -2.5352 0.1032 2.2635  H26 0.988, H27 0.916
26 H -3.3433 -0.2108 2.7376  O25 0.988
27 H -2.8370 0.8551 1.8371  O25 0.916
28 O 2.5351 -0.0017 -3.1081  H29 0.994, H30 0.886
29 H 1.9738 0.5667 -2.5172  O28 0.994
30 H 1.9360 -0.3463 -3.6617  O28 0.886
31 O 0.1743 -1.9450 -1.7701  H32 0.936, H33 1.018
32 H 1.0996 -2.0702 -1.8299  O31 0.936
33 H 0.2423 -2.4978 -0.9173  O31 1.018
34 O 2.8277 -0.1653 -0.2811  H35 1.045, H36 0.975
35 H 3.7478 -0.3721 -0.7312  O34 1.045
36 H 2.4307 -1.0285 -0.4984  O34 0.975
37 O 0.0919 0.5205 0.0036  H38 1.135, H39 0.992
38 H -0.5115 -0.3977 0.2894  O37 1.135
39 H 1.0818 0.5401 0.0691  O37 0.992
40 O 4.1787 1.0197 1.9246  H41 0.977, H42 0.870
41 H 4.2318 0.2895 2.5713  O40 0.977
42 H 3.6772 0.7586 1.2638  O40 0.870

Summary:
**Multiplicity**: 1
**Energy above the lowest of the compared OMol25 structures with the same formula, charge and spin**: 662.8 kJ/mol
**Orbital gap**: 10.273 eV

Here are the natural (NBO) charges for atoms 1 to 8, given in e:
1. O -0.9688
2. H 0.5195
3. H 0.4631
4. O -0.9922
5. H 0.5120
6. H 0.4712
7. O -0.9808
8. H 0.4641

Below is a cluster of 14 separate species, H28O14 in total at a distorted geometry, with properties calculated with ωB97M-V/def2-TZVPD.

Last columns: bonded neighbours and bond lengths (Å).
Cartesian coordinates (Å):
1 H 0.7728 -0.6418 -0.1105  O29 0.969
2 H 0.1012 0.7034 -0.2506  O29 1.007
3 H -1.6040 4.2498 -0.6424  O30 0.883
4 H -1.7066 4.7321 0.7582  O30 0.968
5 H -0.4958 -0.7558 3.2897  O31 1.015
6 H -0.3094 -1.3850 1.8176  O31 0.922
7 H -2.2556 -3.2756 0.0860  O32 1.000
8 H -3.5129 -3.2598 0.6445  O32 0.949
9 H -1.7591 1.4272 -1.2248  O33 0.964
10 H -1.4011 2.4190 -2.2914  O33 0.953
11 H 4.7145 -0.9874 1.6832  O34 1.035
12 H 4.4650 -2.2661 0.8880  O34 0.937
13 H -0.9933 -1.3837 -2.1339  O35 0.966
14 H -0.8673 0.0104 -2.6548  O35 1.011
15 H 1.0091 -1.0529 -3.5938  O36 0.956
16 H 1.9299 0.0253 -3.0302  O36 0.906
17 H -1.6721 1.0092 -4.1407  O37 0.995
18 H -1.1040 -0.1982 -4.7347  O37 0.892
19 H -1.4449 1.3950 3.9167  O38 0.942
20 H -2.1081 0.9239 5.1518  O38 0.978
21 H -3.0522 -0.9224 1.2098  O39 0.948
22 H -3.8577 0.0926 0.4539  O39 0.899
23 H 3.7437 2.1446 2.9861  O40 0.971
24 H 2.8501 1.5380 1.9964  O40 0.933
25 H 3.5995 3.6590 0.9121  O41 1.000
26 H 4.2499 2.2178 0.9601  O41 0.970
27 H 0.7102 -5.1501 -2.4272  O42 0.962
28 H 0.2961 -5.3444 -0.9289  O42 0.945
29 O 0.6325 0.1623 0.4113  H1 0.969, H2 1.007
30 O -1.9167 4.0108 0.1485  H3 0.883, H4 0.968
31 O 0.1303 -0.9907 2.5261  H5 1.015, H6 0.922
32 O -2.8415 -3.9265 0.5693  H7 1.000, H8 0.949
33 O -1.6228 2.3709 -1.3661  H9 0.964, H10 0.953
34 O 3.9912 -1.5019 1.1506  H11 1.035, H12 0.937
35 O -1.0435 -0.4823 -1.7900  H13 0.966, H14 1.011
36 O 1.0633 -0.2022 -3.1619  H15 0.956, H16 0.906
37 O -0.8167 0.5269 -4.3028  H17 0.995, H18 0.892
38 O -2.0634 0.7405 4.1922  H19 0.942, H20 0.978
39 O -3.1778 0.0012 1.0346  H21 0.948, H22 0.899
40 O 2.9827 1.5454 2.9202  H23 0.971, H24 0.933
41 O 3.5013 2.7152 0.5947  H25 1.000, H26 0.970
42 O 0.8831 -4.8936 -1.5167  H27 0.962, H28 0.945

Summary:
**Multiplicity**: 1
**Energy above the lowest of the compared OMol25 structures with the same formula, charge and spin**: 580.8 kJ/mol
**Orbital gap**: 8.878 eV

Here are the natural (NBO) charges for atoms 1 to 8, given in e:
1. H 0.4592
2. H 0.4746
3. H 0.4581
4. H 0.4490
5. H 0.4832
6. H 0.4591
7. H 0.4592
8. H 0.4551

Below is a cluster of 14 separate species, H28O14 in total at a distorted geometry, with properties calculated with ωB97M-V/def2-TZVPD.

Last columns: bonded neighbours and bond lengths (Å).
Cartesian coordinates (Å):
1 H -1.6673 0.7503 -0.4627  O29 0.964
2 H -0.1501 0.6594 -0.4560  O29 0.964
3 H 3.7086 0.3206 -0.4846  O30 0.964
4 H 4.6266 1.3474 -1.1272  O30 0.964
5 H -4.0172 -0.2773 -0.9725  O31 0.964
6 H -3.9114 0.4774 -2.2875  O31 0.964
7 H 1.3823 -3.3595 -0.1033  O32 0.964
8 H 2.2188 -4.4446 -0.7613  O32 0.964
9 H -3.9381 -0.6833 1.0468  O33 0.964
10 H -2.5561 -0.1263 1.3470  O33 0.964
11 H 1.2959 2.5003 2.4823  O34 0.964
12 H 0.3306 1.3559 2.2205  O34 0.964
13 H -1.9010 -0.4681 -4.1219  O35 0.964
14 H -2.3413 -1.5975 -5.0387  O35 0.964
15 H -1.6691 4.0340 -3.0191  O36 0.964
16 H -2.1293 4.8626 -1.8310  O36 0.964
17 H 3.4694 -1.8136 -0.6227  O37 0.964
18 H 3.2675 -2.8648 0.4563  O37 0.964
19 H -1.8992 2.2624 1.4203  O38 0.964
20 H -1.2537 2.8154 0.1603  O38 0.964
21 H -0.5322 -2.7330 0.0215  O39 0.964
22 H -0.9306 -2.1928 -1.3421  O39 0.964
23 H 2.7514 3.4168 0.2521  O40 0.964
24 H 3.8308 2.3598 0.4184  O40 0.964
25 H 1.5983 -0.4638 1.7838  O41 0.964
26 H 1.5501 0.4540 2.9944  O41 0.964
27 H 0.0957 -1.3379 4.0042  O42 0.964
28 H -0.6913 -1.4511 2.7089  O42 0.964
29 O -0.9265 0.3710 -0.9489  H1 0.964, H2 0.964
30 O 4.6290 0.4698 -0.7286  H3 0.964, H4 0.964
31 O -4.4846 -0.1264 -1.8018  H5 0.964, H6 0.964
32 O 1.3122 -4.1272 -0.6820  H7 0.964, H8 0.964
33 O -3.0210 -0.9523 1.1719  H9 0.964, H10 0.964
34 O 0.7206 1.8728 2.9344  H11 0.964, H12 0.964
35 O -2.5753 -1.1501 -4.2177  H13 0.964, H14 0.964
36 O -2.4477 4.2319 -2.4866  H15 0.964, H16 0.964
37 O 3.9242 -2.2532 0.1045  H17 0.964, H18 0.964
38 O -1.0399 2.4247 1.0151  H19 0.964, H20 0.964
39 O -0.1611 -2.4496 -0.8217  H21 0.964, H22 0.964
40 O 2.8822 2.4992 0.5165  H23 0.964, H24 0.964
41 O 1.5165 -0.4762 2.7441  H25 0.964, H26 0.964
42 O -0.3958 -0.8098 3.3650  H27 0.964, H28 0.964

Summary:
**Multiplicity**: 1
**Energy above the lowest of the compared OMol25 structures with the same formula, charge and spin**: 507.6 kJ/mol
**Orbital gap**: 7.986 eV

Here are the natural (NBO) charges for atoms 1 to 8, given in e:
1. H 0.4561
2. H 0.4764
3. H 0.4708
4. H 0.4570
5. H 0.4549
6. H 0.4708
7. H 0.4572
8. H 0.4557

Below is a cluster of 14 separate species, H28O14 in total at a distorted geometry, with properties calculated with ωB97M-V/def2-TZVPD.

Last columns: bonded neighbours and bond lengths (Å).
Cartesian coordinates (Å):
1 H -0.2205 1.3322 -0.8335  O29 0.992
2 H 0.8112 0.2800 -0.3971  O29 0.916
3 H 2.4027 -0.9262 2.6744  O30 1.030
4 H 3.7286 -1.7887 2.7213  O30 0.935
5 H -2.2345 -2.9665 -0.1739  O31 0.979
6 H -1.4071 -2.9523 1.0639  O31 0.942
7 H -1.7911 2.1706 -1.2652  O32 0.939
8 H -0.6945 2.4233 -2.2286  O32 0.960
9 H 4.1316 -0.7226 -0.4818  O33 1.005
10 H 5.6723 -0.5845 -0.9329  O33 0.958
11 H -3.5497 1.3975 0.3460  O34 0.948
12 H -4.0019 2.8264 -0.2563  O34 1.011
13 H 0.7751 -0.6219 3.8181  O35 0.959
14 H -0.3442 -1.5440 3.7734  O35 0.931
15 H 0.3284 1.3454 2.6101  O36 0.969
16 H 1.6332 1.5633 1.8616  O36 0.888
17 H -2.8651 3.8462 -0.9926  O37 1.003
18 H -2.8657 4.1301 -2.4284  O37 0.902
19 H 2.7508 -1.0973 -2.9837  O38 0.992
20 H 3.9694 -2.0153 -3.3440  O38 0.951
21 H -0.6455 -3.2250 -1.7434  O39 0.956
22 H -0.1652 -4.4206 -2.6426  O39 0.984
23 H 2.6118 0.8790 -1.3636  O40 0.928
24 H 2.2616 0.7972 0.1055  O40 0.990
25 H -3.1274 -1.2401 -1.6963  O41 0.994
26 H -3.2756 -0.1491 -0.5889  O41 0.906
27 H -0.9118 -0.1504 1.6048  O42 0.911
28 H -1.5908 -0.4583 2.9667  O42 0.968
29 O -0.0920 0.4189 -0.4673  H1 0.992, H2 0.916
30 O 3.3037 -1.0746 3.1508  H3 1.030, H4 0.935
31 O -2.0817 -2.4477 0.6427  H5 0.979, H6 0.942
32 O -1.5558 2.7531 -1.9636  H7 0.939, H8 0.960
33 O 4.9064 -0.0988 -0.6230  H9 1.005, H10 0.958
34 O -4.2853 1.8932 0.0105  H11 0.948, H12 1.011
35 O -0.1604 -0.6664 4.0237  H13 0.959, H14 0.931
36 O 1.2708 1.5628 2.6719  H15 0.969, H16 0.888
37 O -2.5493 4.5109 -1.6742  H17 1.003, H18 0.902
38 O 3.0191 -1.9912 -3.3214  H19 0.992, H20 0.951
39 O -0.9193 -4.0580 -2.1254  H21 0.956, H22 0.984
40 O 2.4015 1.4272 -0.6457  H23 0.928, H24 0.990
41 O -3.6553 -0.4749 -1.3440  H25 0.994, H26 0.906
42 O -0.9886 0.1169 2.4721  H27 0.911, H28 0.968

Summary:
**Multiplicity**: 1
**Energy above the lowest of the compared OMol25 structures with the same formula, charge and spin**: 806.7 kJ/mol
**Orbital gap**: 8.247 eV

Here are the natural (NBO) charges for atoms 1 to 8, given in e:
1. H 0.4742
2. H 0.4518
3. H 0.4590
4. H 0.4646
5. H 0.4784
6. H 0.4637
7. H 0.4514
8. H 0.4584